# 1
{"formula": "C19H41BFeN6Si4", "method": "ωB97M-V/def2-TZVPD", "lumo_ev": [-9.4761, -8.7954], "energy_ev": -95870.4489, "spin_multiplicity": 5, "s_squared": 6.491, "gap_ha": [0.1935, 0.2163], "charge": 2, "elements": ["C", "N", "N", "C", "C", "B", "N", "N", "C", "C", "C", "Fe", "N", "N", "C", "C", "C", "H", "H", "H", "H", "H", "H", "H", "H", "H", "H", "H", "C", "H", "H", "H", "C", "Si", "C", "C", "Si", "Si", "C", "C", "C", "Si", "C", "C", "C", "H", "H", "H", "H", "H", "H", "H", "H", "H", "H", "H", "H", "H", "H", "H", "H", "H", "H", "H", "H", "H", "H", "H", "H", "H", "H", "H"], "xyz": [[2.5506, -0.4810, -1.6352], [1.2664, -0.5297, -2.0730], [1.3256, -0.6904, -3.4577], [2.5995, -0.8060, -3.8445], [3.4167, -0.6850, -2.7244], [0.0497, -0.5293, -4.2943], [-0.8808, -1.6882, -3.9137], [-1.4184, -1.7647, -2.6303], [-2.3746, -2.7160, -2.6928], [-2.3969, -3.2972, -3.9769], [-1.4267, -2.6176, -4.7148], [-0.4511, -0.3718, -1.2122], [-0.6507, 0.7796, -3.8205], [-1.0299, 0.9858, -2.4868], [-1.6232, 2.2075, -2.4323], [-1.5996, 2.7797, -3.7158], [-0.9803, 1.8493, -4.5467], [-2.0281, 2.5801, -1.5032], [-0.7324, 1.8441, -5.5966], [-1.9684, 3.7405, -4.0098], [0.2783, -0.4929, -5.4745], [-1.1018, -2.6656, -5.7436], [2.8140, -0.9174, -4.8971], [-3.0510, -4.0630, -4.3522], [4.4921, -0.6852, -2.6984], [-3.0160, -2.9096, -1.8400], [2.7522, -0.2654, -0.5926], [-2.4670, -1.4819, 0.2403], [-2.5955, -2.2441, 1.0159], [-3.4433, -2.8794, 0.7460], [-1.6903, -2.8428, 1.0813], [-2.7993, -1.7709, 1.9794], [3.5997, 1.2898, 1.5459], [1.7751, 1.8091, 1.5469], [1.4955, 2.4968, 3.2911], [1.5944, 3.1536, 0.2303], [0.1106, 0.1390, 1.0624], [1.1173, -1.7109, 2.2621], [1.5236, -1.1064, 4.0122], [0.2300, -3.3786, 2.5039], [2.6912, -2.1993, 1.3229], [-1.8286, 1.2728, 1.9027], [-1.8500, 0.8128, 3.7425], [-1.6798, 3.1409, 1.6364], [-3.5076, 0.8946, 1.0987], [4.1570, 2.1792, 1.8876], [3.9651, 1.0280, 0.5422], [3.8232, 0.4633, 2.2346], [2.2531, 3.2872, 3.4126], [0.5043, 2.9393, 3.4452], [1.6664, 1.7378, 4.0668], [1.8147, 2.7602, -0.7738], [0.5972, 3.6121, 0.2035], [2.3351, 3.9372, 0.4648], [0.6283, -0.7501, 4.5415], [1.9186, -1.9716, 4.5685], [2.2806, -0.3124, 4.0432], [0.0115, -3.8827, 1.5517], [0.9012, -4.0416, 3.0788], [-0.7090, -3.2854, 3.0671], [2.4519, -2.5194, 0.2981], [3.4410, -1.4019, 1.2581], [3.1489, -3.0578, 1.8395], [-0.9455, 1.1389, 4.2757], [-2.7161, 1.3198, 4.1960], [-1.9678, -0.2700, 3.9009], [-1.6845, 3.3839, 0.5632], [-2.5805, 3.5886, 2.0867], [-0.7956, 3.6000, 2.0934], [-3.4816, 1.0547, 0.0101], [-3.8662, -0.1248, 1.2835], [-4.2426, 1.6015, 1.5196]], "forces_ev_per_a": [[0.090, -0.272, -1.272], [1.579, -0.026, -0.913], [0.386, 0.147, 1.078], [-0.624, 0.332, 0.712], [-0.236, 0.298, 0.891], [-0.451, -0.270, 0.192], [-0.227, -0.238, 0.807], [0.027, -0.112, -0.546], [0.545, -0.032, -0.747], [0.164, 0.429, 0.220], [-0.493, 0.405, 1.107], [-1.132, -1.026, -1.758], [-0.096, 0.305, 1.116], [-0.304, 1.141, -1.170], [0.598, -0.393, -1.484], [-0.071, -0.147, 0.677], [-0.042, -0.319, 0.878], [0.047, 0.029, -0.103], [-0.155, 0.214, -0.002], [-0.147, 0.181, 0.004], [0.000, -0.012, 0.324], [-0.177, -0.174, 0.058], [0.142, -0.041, 0.110], [-0.035, -0.079, 0.127], [0.011, -0.068, -0.008], [0.264, -0.107, -0.147], [0.079, -0.266, -0.254], [-0.136, 0.035, 0.039], [0.008, -0.315, -0.118], [0.132, 0.090, 0.037], [-0.201, -0.020, -0.037], [0.119, -0.052, -0.172], [-0.284, -0.291, -0.155], [0.726, 0.905, 0.269], [-0.254, -0.174, -0.155], [-0.145, -0.146, -0.020], [0.724, -0.040, 1.272], [0.956, -1.791, 0.340], [-0.195, 0.533, -0.167], [-0.361, 0.340, -0.183], [-0.111, 0.294, -0.124], [-1.765, 1.210, -0.109], [0.590, -0.428, -0.101], [0.287, -0.220, 0.036], [0.243, -0.290, 0.046], [-0.198, -0.275, -0.132], [0.024, 0.106, 0.330], [-0.011, 0.299, -0.167], [-0.212, -0.182, -0.002], [0.343, -0.092, 0.066], [-0.031, 0.275, -0.209], [0.015, 0.131, 0.228], [0.321, -0.084, 0.021], [-0.240, -0.227, -0.123], [0.253, -0.113, -0.073], [-0.139, 0.137, -0.293], [-0.175, -0.237, -0.023], [0.112, 0.090, 0.266], [-0.107, 0.405, -0.195], [0.251, -0.086, -0.117], [0.060, -0.030, 0.267], [-0.133, -0.242, 0.040], [-0.179, 0.265, -0.089], [-0.271, -0.059, -0.157], [0.142, -0.041, -0.284], [-0.015, 0.316, -0.029], [-0.033, -0.005, 0.330], [0.248, -0.123, -0.115], [-0.336, -0.032, -0.190], [-0.053, -0.015, 0.230], [-0.010, 0.459, -0.064], [0.299, -0.176, -0.109]], "lowdin_charge": [-0.095, -0.070, 0.008, 0.002, 0.010, -0.499, -0.032, -0.021, -0.095, -0.015, -0.021, 0.819, 0.007, -0.075, -0.071, -0.003, -0.010, 0.098, 0.145, 0.111, 0.137, 0.140, 0.149, 0.109, 0.117, 0.107, 0.061, -0.033, -0.050, 0.056, -0.009, 0.030, -0.195, 0.386, -0.185, -0.195, 0.543, 0.418, -0.182, -0.213, -0.209, 0.411, -0.167, -0.201, -0.204, 0.059, 0.028, 0.027, 0.060, 0.013, 0.027, 0.031, 0.014, 0.058, 0.031, 0.062, 0.019, 0.034, 0.058, 0.036, 0.030, 0.009, 0.059, 0.027, 0.067, 0.039, 0.020, 0.061, 0.015, 0.029, 0.013, 0.059]}

---

# 2
{"formula": "C5H11O2", "method": "ωB97M-V/def2-TZVPD", "lumo_ev": 3.5424, "energy_ev": -9455.4534, "spin_multiplicity": 1, "e_above_lowest_kcal_mol": 105.5, "gap_ha": 0.2574, "charge": -1, "elements": ["C", "O", "C", "C", "C", "C", "H", "H", "H", "H", "H", "H", "H", "H", "H", "H", "H", "O"], "xyz": [[-0.1576, -1.1005, -0.1143], [0.5527, -2.1076, -0.7655], [-0.7291, 0.0803, -1.0677], [-1.0290, 1.2358, -0.0060], [0.2931, 1.8756, 0.4132], [0.3972, 3.0520, 1.0552], [-0.8790, -1.3407, 0.7729], [0.5801, -0.8175, 0.5740], [-1.7434, -0.2152, -1.5340], [0.2054, 0.1652, -1.7380], [-1.6409, 2.0364, -0.4227], [-1.4931, 0.5616, 0.7723], [1.1914, 1.1630, 0.3310], [-0.5092, 3.6773, 0.8545], [1.1084, 3.3001, 1.9088], [1.9467, -4.1834, -0.5483], [0.6887, -3.1931, -0.5231], [1.2176, -4.1895, 0.0378]], "forces_ev_per_a": [[-0.584, -1.447, -0.050], [-1.837, 1.912, -1.905], [0.567, -1.297, 1.615], [1.678, -0.984, -2.115], [1.336, -1.474, 1.300], [-1.047, -0.082, 0.270], [-0.346, -0.581, -1.837], [1.392, 2.281, 0.909], [1.982, 0.225, 0.220], [-1.993, 0.537, 0.411], [-0.601, -0.227, 0.308], [0.267, 1.647, -0.132], [-1.400, 1.059, 0.529], [0.748, -0.150, 1.061], [-0.469, -0.016, -1.996], [1.453, -0.310, -0.751], [0.193, -0.577, 1.847], [-1.340, -0.517, 0.316]], "lowdin_charge": [-0.389, -0.222, -0.172, -0.233, -0.218, -0.056, 0.117, 0.059, 0.110, 0.117, 0.087, 0.108, 0.117, 0.045, 0.063, -0.111, -0.057, -0.367]}

---

# 3
{"formula": "C11H8AgBr2F2O2", "method": "ωB97M-V/def2-TZVPD", "lumo_ev": [-9.1128, -12.1634], "energy_ev": -165125.1458, "spin_multiplicity": 2, "s_squared": 0.760, "gap_ha": [0.2702, 0.1576], "charge": 2, "elements": ["C", "C", "Br", "C", "Br", "C", "C", "C", "C", "F", "C", "O", "C", "C", "F", "C", "O", "H", "H", "H", "H", "H", "H", "H", "H", "Ag"], "xyz": [[-1.0125, -3.0621, -1.9086], [-0.4352, -1.5795, -1.6646], [0.6544, -0.7504, -3.0567], [-0.7640, -0.8818, -0.4311], [-1.9275, -1.7943, 0.9253], [-0.2926, 0.6030, -0.0850], [0.9351, 0.9097, 0.5959], [1.9709, -0.2228, 1.0417], [1.3663, -1.3265, 2.0365], [3.1413, 0.3104, 1.7026], [1.1791, 2.4935, 0.8235], [2.0009, 2.9443, 1.6486], [0.3298, 3.6048, 0.0255], [-0.8785, 3.2621, -0.6306], [-1.6395, 4.2293, -1.2982], [-1.3180, 1.7384, -0.5787], [-2.4799, 1.4023, -0.9655], [-0.4447, -3.8549, -1.2981], [-0.9165, -3.3662, -3.0039], [-2.1287, -3.1407, -1.6260], [2.3783, -0.6822, 0.0624], [0.8984, -2.1405, 1.3590], [0.5895, -0.8848, 2.7444], [2.2189, -1.8704, 2.5905], [0.6323, 4.7098, -0.0087], [-4.0575, -0.6506, 0.9999]], "forces_ev_per_a": [[0.136, 0.420, -0.544], [-0.652, -1.401, -0.223], [-1.752, -1.134, 2.480], [0.883, 2.150, -0.309], [2.264, -0.007, -1.340], [1.435, 0.244, 0.819], [-2.186, -0.125, -1.233], [1.132, 0.155, 0.673], [0.063, -0.427, -1.106], [-2.334, -0.425, -1.353], [1.575, 2.512, 1.650], [-2.891, -2.355, -2.968], [-2.515, -1.233, -1.441], [2.510, 0.129, 1.148], [1.533, -2.909, 1.664], [-2.897, 0.111, -1.355], [4.049, 0.543, 1.640], [-0.610, 1.366, -0.648], [0.004, 0.623, 1.489], [1.796, 0.401, -0.324], [-0.683, 0.585, 1.503], [0.522, 1.183, 1.207], [1.211, -0.647, -0.877], [-1.309, 1.202, -0.830], [-0.058, -1.943, 0.453], [-1.227, 0.983, -0.176]], "lowdin_charge": [-0.101, -0.521, 1.011, -0.419, 0.888, -0.125, 0.056, -0.241, -0.036, -0.026, -0.201, 0.137, 0.141, -0.109, 0.073, -0.194, 0.019, 0.130, 0.106, 0.095, 0.166, 0.056, 0.097, 0.125, 0.167, 0.706]}